C16H34B2O12SbSi | the ωB97M-V functional and the def2-TZVPD basis

## Properties
HOMO = -4.08 eV
Largest force on an atom = 0.0219 hartree/bohr
Kohn-Sham gap = 0.1777 hartree
Charge = -1
DFT total energy = -57487.8348 eV

Last column: Löwdin charge in e.
Cartesian coordinates (Å):
C1 4.356 -0.842 0.324  -0.117
O1 4.389 0.234 -0.577  -0.174
C2 4.330 1.545 -0.014  -0.225
C3 3.225 2.346 -0.690  -0.170
C4 2.737 3.579 0.085  -0.198
C5 1.281 3.943 -0.302  -0.262
C6 0.149 3.677 0.723  -0.272
Sb1 -1.287 2.069 0.235  1.396
O2 -2.780 3.507 0.124  -0.437
O3 -0.960 2.379 -1.751  -0.368
C7 -2.795 0.585 -0.431  -0.175
B1 -2.227 -0.623 -1.231  -0.716
O4 -2.900 -1.885 -1.084  0.063
O5 -1.166 -0.587 -2.097  0.131
O6 0.144 0.585 0.254  -0.087
B2 0.702 0.269 1.407  -1.060
O7 0.496 -1.049 1.917  0.102
O8 1.493 1.107 2.187  0.126
Si1 -2.055 1.646 2.655  0.504
C8 -0.986 2.445 4.005  -0.217
C9 -2.424 -0.191 3.031  -0.199
C10 -3.754 2.494 2.837  -0.236
H1 4.463 -0.539 1.363  0.078
H2 5.193 -1.503 0.106  0.076
H3 3.458 -1.435 0.169  0.084
H4 4.198 1.546 1.060  0.100
H5 5.290 2.013 -0.231  0.115
H6 3.635 2.698 -1.632  0.110
H7 2.417 1.672 -0.941  0.111
H8 3.364 4.405 -0.241  0.093
H9 2.874 3.491 1.157  0.097
H10 1.103 3.499 -1.274  0.078
H11 1.299 5.020 -0.459  0.086
H12 -0.448 4.581 0.757  0.038
H13 0.582 3.567 1.711  0.035
H14 -2.392 4.247 -0.363  -0.035
H15 -1.206 3.285 -1.981  -0.011
H16 -3.398 1.168 -1.125  0.051
H17 -3.454 0.294 0.382  0.029
H18 -3.840 -1.655 -1.124  0.100
H19 -1.478 -0.918 -2.954  0.094
H20 1.371 -1.439 2.047  0.075
H21 2.134 0.578 2.680  0.095
H22 -0.086 1.902 4.266  0.012
H23 -0.785 3.473 3.728  0.016
H24 -1.589 2.499 4.910  0.014
H25 -1.670 -0.521 3.740  0.018
H26 -3.402 -0.331 3.473  0.019
H27 -2.271 -0.798 2.148  0.013
H28 -3.711 3.553 2.634  0.009
H29 -4.099 2.297 3.851  0.014
H30 -4.433 2.003 2.153  0.014
C11 -0.301 -6.112 -1.713  0.064
C12 -0.825 -4.875 -1.809  -0.228
C13 -0.791 -4.114 -3.106  -0.286
O9 -1.314 -3.027 -3.121  0.128
C14 -0.137 -4.730 -4.258  0.080
C15 0.383 -5.955 -4.146  -0.247
C16 0.320 -6.732 -2.865  -0.331
O10 0.805 -7.853 -2.857  0.077
O11 0.992 -6.582 -5.154  0.096
O12 -1.379 -4.265 -0.783  0.133
H31 -0.317 -6.674 -0.791  0.130
H32 -0.102 -4.165 -5.179  0.133
H33 1.266 -7.447 -4.792  0.112
H34 -1.680 -3.354 -1.044  0.103



C16H34BBeNP2 | the ωB97M-V functional and the def2-TZVPD basis

## Properties
HOMO = -4.99 eV
Largest force on an atom = 0.0442 hartree/bohr
Kohn-Sham gap = 0.1650 hartree
Charge = 0
DFT total energy = -38283.1020 eV

Last column: Löwdin charge in e.
Cartesian coordinates (Å):
P1 0.239 -1.809 -2.330  0.907
P2 0.242 2.055 -1.427  0.917
C1 -0.224 -0.250 -3.196  -0.317
C2 0.647 1.003 -2.929  -0.391
H1 -1.310 -0.056 -3.068  0.084
H2 -0.097 -0.517 -4.261  0.093
H3 1.718 0.742 -2.845  0.062
H4 0.533 1.678 -3.793  0.078
C3 -1.257 2.857 -2.193  -0.249
H5 -1.744 3.495 -1.441  0.045
H6 -1.988 2.119 -2.562  0.038
H7 -0.918 3.483 -3.036  0.040
C4 1.432 3.426 -1.650  -0.283
H8 1.117 4.081 -2.476  0.035
H9 2.431 3.017 -1.847  0.038
H10 1.445 3.999 -0.712  0.037
C5 -0.718 -3.121 -3.114  -0.185
H11 -0.842 -3.976 -2.428  0.066
H12 -0.173 -3.443 -4.014  0.052
H13 -1.704 -2.721 -3.395  0.064
C6 1.968 -2.129 -2.678  -0.191
H14 2.559 -1.209 -2.599  0.046
H15 2.037 -2.520 -3.702  0.052
H16 2.357 -2.889 -1.981  0.067
Be1 1.684 -0.215 3.522  0.339
C7 -0.703 1.288 1.000  -0.200
C8 -1.924 1.327 0.420  -0.190
C9 -2.266 0.221 -0.508  -0.213
C10 -2.486 -1.181 0.154  -0.268
C11 -1.519 -2.154 -0.292  -0.275
C12 -0.118 -1.898 -0.559  -0.489
C13 0.673 -0.716 0.160  -0.195
C14 0.057 0.009 1.372  -0.150
C15 1.935 -1.842 3.701  -0.177
H17 -0.223 2.199 1.383  0.098
H18 -2.621 2.179 0.532  0.114
H19 -1.359 0.123 -1.135  0.033
H20 -3.119 0.484 -1.151  0.113
H21 -2.560 -1.099 1.247  0.089
H22 -3.478 -1.527 -0.199  0.103
H23 -1.832 -3.181 -0.425  0.052
H24 0.411 -2.838 -0.298  0.111
H25 0.940 0.044 -0.609  0.018
H26 1.654 -1.153 0.429  0.105
H27 -0.590 -0.690 1.910  0.119
H28 0.927 0.268 2.092  0.063
H29 2.992 -1.959 3.998  0.004
H30 1.711 -2.440 2.801  -0.002
H31 1.307 -2.216 4.525  0.016
B1 0.296 1.806 7.006  -0.405
C16 0.853 1.147 5.752  -0.099
N1 1.254 0.667 4.753  0.126
H32 -0.724 2.431 6.728  0.022
H33 1.072 2.610 7.494  0.016
H34 0.012 0.989 7.870  0.018



C16H34BF6NNbO9S | the ωB97M-V functional and the def2-TZVPD basis

## Properties
HOMO = -5.44 eV
Largest force on an atom = 0.1850 hartree/bohr
Kohn-Sham gap = 0.2322 hartree
Charge = -1
DFT total energy = -66413.7988 eV

Last column: Löwdin charge in e.
Cartesian coordinates (Å):
N1 3.647 -0.034 1.459  0.008
B1 3.384 0.650 0.127  -0.689
O1 4.519 0.637 -0.853  -0.102
Nb1 1.324 1.614 -0.336  1.349
C1 0.851 -0.183 -1.652  -0.408
C2 -0.631 -0.846 -1.427  -0.309
C3 -0.919 -1.412 0.084  -0.256
S1 -2.035 -2.921 0.162  0.817
O2 -1.484 -3.892 1.269  -0.409
O3 -2.183 -3.691 -1.172  -0.396
O4 -3.647 -2.524 0.675  -0.238
C4 -0.655 2.657 -0.766  -0.291
O5 -1.162 2.521 -2.023  -0.115
C5 -1.514 3.589 0.305  -0.200
F1 -2.381 4.609 -0.373  -0.010
F2 -0.469 4.400 1.036  -0.063
C6 -2.301 2.730 1.458  -0.112
F3 -1.510 1.618 2.054  -0.003
F4 -2.552 3.694 2.594  -0.002
C7 -3.772 2.155 1.021  -0.079
F5 -4.911 3.043 1.465  0.004
F6 -3.966 0.881 1.809  0.003
C8 -3.917 1.731 -0.555  -0.156
O6 -3.819 0.406 -0.855  0.033
O7 -4.191 2.627 -1.689  0.014
H1 3.552 -1.079 1.373  0.059
H2 4.670 0.111 1.687  0.055
H3 4.711 1.591 -1.157  0.073
H4 2.149 2.485 -1.738  -0.110
H5 1.788 3.038 0.723  -0.117
H6 0.668 0.685 1.080  -0.091
H7 1.029 0.058 -2.797  0.065
H8 1.654 -1.021 -1.384  0.057
H9 -1.437 -0.085 -1.811  0.085
H10 -0.686 -1.789 -2.157  0.109
H11 0.122 -1.575 0.638  0.116
H12 -1.470 -0.565 0.718  0.093
H13 -4.252 -3.053 0.074  0.094
H14 -5.170 2.736 -1.869  0.140
C9 -3.939 -6.976 3.678  -0.083
C10 -4.109 -5.594 3.068  -0.270
O8 -5.193 -5.508 2.149  -0.165
C11 -6.491 -5.797 2.663  -0.281
C12 -6.913 -4.871 3.792  -0.085
H15 -3.802 -7.727 2.892  0.081
H16 -3.068 -6.996 4.339  0.077
H17 -4.812 -7.273 4.265  0.060
H18 -3.202 -5.342 2.508  0.103
H19 -4.211 -4.830 3.846  0.110
H20 -6.550 -6.846 2.971  0.101
H21 -7.191 -5.679 1.831  0.115
H22 -6.257 -4.960 4.660  0.064
H23 -7.932 -5.107 4.117  0.073
H24 -6.883 -3.827 3.463  0.083
C13 6.286 5.728 -3.494  -0.085
C14 6.155 4.600 -2.483  -0.276
O9 6.217 3.304 -3.068  -0.167
C15 7.416 2.975 -3.766  -0.275
C16 8.658 3.026 -2.891  -0.085
H25 5.512 5.645 -4.264  0.083
H26 6.187 6.698 -2.998  0.076
H27 7.254 5.710 -4.002  0.061
H28 5.177 4.678 -1.995  0.123
H29 6.903 4.693 -1.689  0.104
H30 7.528 3.616 -4.647  0.102
H31 7.292 1.955 -4.141  0.120
H32 8.843 4.030 -2.503  0.062
H33 9.541 2.722 -3.464  0.075
H34 8.549 2.356 -2.032  0.083



C16H34BNP2Pd | the ωB97M-V functional and the def2-TZVPD basis

## Properties
HOMO (spin up / spin down) = -10.68 / -14.52 eV
Largest force on an atom = 0.0912 hartree/bohr
Kohn-Sham gap (spin up / spin down) = 0.1679 / 0.1422 hartree
ΔE to the lowest compared entry with this formula, charge and spin = 0.00 kcal per mole
Charge = +2
DFT total energy = -41343.5891 eV
<S²> = 6.028
2S+1 = 5

Last column: Löwdin charge in e.
Cartesian coordinates (Å):
P1 0.195 -1.482 -1.707  0.742
P2 -0.093 1.600 -1.605  0.755
C1 -0.173 -0.603 -3.306  -0.403
C2 0.365 0.836 -3.240  -0.395
H1 -1.265 -0.592 -3.410  0.082
H2 0.235 -1.147 -4.166  0.058
H3 1.460 0.830 -3.285  0.085
H4 0.003 1.441 -4.080  0.067
C3 -1.740 2.349 -1.938  -0.239
H5 -2.010 2.987 -1.092  0.053
H6 -2.488 1.556 -2.014  0.042
H7 -1.741 2.944 -2.859  0.052
C4 0.988 3.082 -1.518  -0.245
H8 0.946 3.676 -2.438  0.057
H9 2.017 2.762 -1.334  0.049
H10 0.668 3.698 -0.673  0.050
C5 -0.880 -2.967 -1.789  -0.240
H11 -0.647 -3.688 -0.998  0.054
H12 -0.758 -3.442 -2.766  0.048
H13 -1.922 -2.649 -1.695  0.050
C6 1.863 -2.202 -1.998  -0.235
H14 2.611 -1.405 -1.962  0.045
H15 1.923 -2.719 -2.962  0.049
H16 2.084 -2.906 -1.192  0.053
Pd1 0.000 0.000 0.000  0.481
C7 0.576 1.765 -7.279  -0.083
C8 -0.739 1.806 -7.032  -0.096
C9 -1.862 0.985 -7.609  -0.145
C10 -1.486 -0.336 -8.316  -0.124
C11 -0.764 -1.306 -7.411  0.084
C12 0.540 -1.366 -7.116  0.064
C13 1.685 -0.509 -7.591  -0.116
C14 1.334 0.858 -8.218  -0.166
C15 0.040 -1.490 1.504  -0.144
H17 1.198 2.455 -6.709  0.115
H18 -1.071 2.544 -6.301  0.110
H19 -2.440 1.609 -8.309  0.140
H20 -2.557 0.753 -6.789  0.124
H21 -2.417 -0.805 -8.654  0.135
H22 -0.909 -0.126 -9.218  0.125
H23 -1.407 -2.033 -6.915  0.148
H24 0.844 -2.152 -6.424  0.135
H25 2.289 -1.084 -8.309  0.157
H26 2.346 -0.335 -6.730  0.141
H27 2.278 1.348 -8.486  0.129
H28 0.795 0.712 -9.156  0.111
H29 0.703 -1.185 2.320  0.017
H30 0.357 -2.482 1.158  0.005
H31 -0.975 -1.586 1.914  0.027
B1 -0.463 2.478 3.885  -0.218
C16 -0.333 1.833 2.489  -0.085
N1 -0.158 1.262 1.499  0.010
H32 -1.194 3.415 3.854  0.069
H33 0.616 2.796 4.277  0.072
H34 -0.901 1.658 4.635  0.143



C16H34Br8O9 | the ωB97M-V functional and the def2-TZVPD basis

## Properties
HOMO = -9.87 eV
Largest force on an atom = 0.1107 hartree/bohr
Kohn-Sham gap = 0.3651 hartree
ΔE to the lowest compared entry with this formula, charge and spin = 32.17 kcal per mole
Charge = 0
DFT total energy = -595908.4118 eV
SMILES = C[C@H]1COC(=O)O1.C[C@H]1COC(=O)O1.BrCCBr.BrCCBr.BrCCBr.BrCCBr.O.O.O

Last column: Löwdin charge in e.
Cartesian coordinates (Å):
Br1 -0.539 -0.331 -1.739  0.539
C1 -0.131 -1.731 -0.326  -0.624
C2 -1.172 -2.899 -0.526  -0.633
Br2 -1.136 -4.004 1.182  0.532
H1 -0.356 -1.252 0.627  0.031
H2 0.870 -2.163 -0.335  0.058
H3 -0.910 -3.433 -1.439  0.054
H4 -2.155 -2.547 -0.838  0.042
Br3 -6.846 -0.327 0.843  0.512
C3 -6.531 1.671 1.147  -0.653
C4 -6.220 2.351 -0.150  -0.663
Br4 -7.972 2.389 -1.041  0.578
H5 -5.584 1.583 1.679  0.040
H6 -7.284 2.112 1.801  0.062
H7 -5.458 1.915 -0.796  0.066
H8 -5.978 3.402 0.010  0.057
Br5 -2.272 -3.072 -7.879  0.544
C5 -4.219 -2.842 -8.353  -0.610
C6 -4.994 -3.250 -7.121  -0.689
Br6 -5.149 -1.806 -5.746  0.555
H9 -4.232 -3.575 -9.160  0.041
H10 -4.481 -1.867 -8.765  0.064
H11 -4.625 -4.169 -6.666  0.048
H12 -6.037 -3.511 -7.299  0.047
Br7 7.264 -6.575 0.773  0.487
C7 6.157 -5.937 -0.860  -0.652
C8 6.444 -4.503 -1.165  -0.658
Br8 5.436 -4.214 -2.845  0.607
H13 5.128 -6.206 -0.619  0.055
H14 6.604 -6.517 -1.667  0.038
H15 7.519 -4.346 -1.257  0.068
H16 5.858 -3.916 -0.457  0.055
C9 0.057 4.685 3.994  -0.009
C10 -0.868 5.232 5.160  -0.236
C11 -0.630 4.764 6.614  -0.094
O1 -0.565 5.983 7.302  0.078
C12 -0.288 6.996 6.515  -0.643
O2 0.288 7.979 6.868  0.167
O3 -0.585 6.635 5.314  0.095
H17 -0.096 5.401 3.187  0.074
H18 -0.325 3.799 3.488  0.077
H19 1.125 4.700 4.210  0.085
H20 -1.895 5.104 4.817  0.145
H21 0.199 4.075 6.774  0.131
H22 -1.432 4.179 7.065  0.129
C13 5.617 5.529 -0.719  -0.044
C14 5.492 4.123 -1.139  -0.361
C15 6.841 3.423 -1.170  -0.084
O4 6.787 2.468 -0.115  0.127
C16 5.547 2.489 0.331  -0.610
O5 5.020 1.650 1.053  0.126
O6 4.875 3.475 -0.118  0.132
H23 6.236 5.800 0.136  0.102
H24 4.610 5.889 -0.507  0.093
H25 5.880 6.253 -1.489  0.092
H26 4.947 4.152 -2.082  0.164
H27 7.628 4.177 -1.173  0.132
H28 7.010 3.045 -2.178  0.132
O7 -2.600 -0.906 5.202  -0.056
H29 -2.728 -1.855 5.207  0.029
H30 -1.707 -0.783 5.524  0.026
O8 -1.879 -9.447 -1.208  -0.054
H31 -1.440 -8.944 -0.522  0.028
H32 -2.357 -10.129 -0.736  0.028
O9 -5.281 -6.402 -2.197  -0.052
H33 -5.901 -7.024 -2.576  0.027
H34 -4.578 -6.947 -1.845  0.023



C16H34CeO3P2S | the ωB97M-V functional and the def2-TZVPD basis

## Properties
HOMO (spin up / spin down) = -13.81 / -13.81 eV
Largest force on an atom = 0.0838 hartree/bohr
Kohn-Sham gap (spin up / spin down) = 0.2059 / 0.2062 hartree
Charge = +2
DFT total energy = -65609.0628 eV

Last column: Löwdin charge in e.
Cartesian coordinates (Å):
P1 1.064 1.410 -0.253  0.833
P2 -0.629 -0.204 -2.543  0.808
C1 1.805 0.985 -1.974  -0.340
C2 0.695 1.066 -3.005  -0.380
H1 2.213 -0.034 -1.892  0.095
H2 2.632 1.679 -2.166  0.110
H3 0.232 2.079 -3.004  0.087
H4 1.026 0.837 -4.027  0.122
C3 0.136 -1.785 -2.943  -0.204
H5 -0.633 -2.578 -2.953  0.081
H6 0.878 -2.079 -2.181  0.049
H7 0.615 -1.766 -3.941  0.087
C4 -1.724 0.238 -3.953  -0.198
H8 -1.368 -0.371 -4.788  0.078
H9 -1.628 1.302 -4.241  0.081
H10 -2.775 -0.024 -3.770  0.052
C5 2.637 0.905 0.494  -0.238
H11 2.684 1.210 1.538  0.038
H12 3.457 1.367 -0.068  0.075
H13 2.727 -0.184 0.460  0.043
C6 1.348 3.219 0.014  -0.208
H14 0.817 3.856 -0.702  0.057
H15 2.422 3.419 -0.035  0.075
H16 0.996 3.467 1.021  0.066
Ce1 -1.542 1.582 -0.888  0.958
C7 0.881 -2.359 1.098  -0.114
C8 2.174 -2.635 1.262  -0.125
C9 2.900 -2.817 2.563  -0.167
C10 2.418 -1.974 3.767  -0.184
C11 2.305 -0.519 3.449  -0.103
C12 1.156 0.106 3.118  -0.151
C13 -0.102 -0.498 2.616  -0.195
C14 -0.101 -1.980 2.184  -0.176
C15 -2.157 3.255 0.523  -0.159
H17 0.461 -2.398 0.067  0.085
H18 2.759 -2.813 0.349  0.109
H19 3.959 -2.554 2.375  0.120
H20 2.877 -3.878 2.868  0.132
H21 1.460 -2.366 4.158  0.110
H22 3.145 -2.091 4.585  0.127
H23 3.263 0.032 3.461  0.123
H24 1.090 1.199 3.233  0.111
H25 -0.487 0.105 1.780  0.051
H26 -0.843 -0.345 3.418  0.133
H27 -0.031 -2.673 3.040  0.119
H28 -1.105 -2.160 1.759  0.111
H29 -2.092 4.175 -0.054  0.060
H30 -1.602 3.379 1.458  0.061
H31 -3.203 3.056 0.748  0.044
C16 -5.111 -0.819 -1.393  -0.077
S1 -4.304 0.553 -0.597  0.552
O1 -3.750 1.442 -1.703  -0.432
O2 -5.180 1.205 0.332  -0.215
O3 -3.016 -0.013 -0.005  -0.436
H32 -6.183 -0.595 -1.368  0.094
H33 -4.911 -1.760 -0.864  0.096
H34 -4.755 -0.861 -2.426  0.071